ORCA calculation (wB97M-V/def2-TZVPD) on C4H6O2 as an isolated structure.

```
12
Properties=species:S:1:pos:R:3:forces:R:3
O 1.6432 -0.1846 1.3928 -0.17 -0.25 -0.02
O 0.0163 -0.2658 -1.7701 -0.09 -0.02 -0.08
C -0.6844 -0.3857 -0.5394 -0.14 0.38 0.07
C 1.1909 0.0479 0.1373 0.03 0.10 -0.07
C -1.4650 0.7368 0.0717 -0.10 0.03 0.00
C 0.6438 -0.9540 -0.6837 0.38 -0.21 0.21
H -1.2165 1.7092 -0.3783 0.00 -0.17 0.08
H 1.4811 -1.1107 1.6289 0.14 0.22 -0.02
H -1.2731 0.7865 1.1485 -0.06 -0.03 -0.13
H -2.5392 0.5645 -0.0651 0.18 0.03 0.01
H 0.8995 -2.0126 -0.7344 -0.06 0.15 -0.05
H 1.3033 1.0684 -0.2081 -0.10 -0.23 0.01
```
Positions in Å, forces in eV/Å.

## Properties
E_HOMO (spin up / spin down) = -7.14 / -7.14 eV
HOMO-LUMO gap (spin up / spin down) = 7.816 / 7.817 eV
spin multiplicity = 1
relative energy (zero: lowest compared OMol25 entry of this formula, charge and spin) = 119.86 kcal/mol

ORCA calculation (wB97M-V/def2-TZVPD) on one molecule with the formula C5H6O.

```
12
Properties=species:S:1:pos:R:3:forces:R:3
O -2.0285 -0.3483 0.5443 1.62 0.61 1.32
C -1.1710 -0.5138 -0.3946 0.66 0.17 0.01
C 1.0743 0.2562 -1.2311 0.30 -0.09 -0.31
C -0.7833 0.3309 1.8831 -1.18 -1.20 -2.00
C 0.1160 -0.0915 -0.1602 0.22 -0.28 -0.56
C 0.3662 0.1801 1.2085 -0.71 0.41 -0.18
H 0.7520 -0.2272 -2.1552 0.29 0.03 -0.09
H 2.0910 -0.0467 -0.9728 0.06 0.01 -0.24
H -1.3896 -1.0595 -1.3256 -0.51 0.47 0.29
H 1.0641 1.3416 -1.4036 0.12 -0.22 -0.04
H -1.4945 -0.1638 2.4784 -0.16 -0.08 1.54
H 1.4034 0.3420 1.5288 -0.71 0.17 0.26
```
Positions in Å, forces in eV/Å.

## Properties
E_HOMO = -8.14 eV
HOMO-LUMO gap = 8.894 eV
spin multiplicity = 1
relative energy (zero: lowest compared OMol25 entry of this formula, charge and spin) = 75.51 kcal/mol

ORCA calculation (wB97M-V/def2-TZVPD) on a 9-piece molecular cluster, C24H51N3O6S6 overall.

```
90
Properties=species:S:1:pos:R:3:forces:R:3
S -0.8703 10.6654 -13.6490 1.21 2.71 -1.58
S 1.0370 21.3417 -7.2928 0.98 -3.41 1.68
S -14.1534 21.8315 -15.2395 0.38 -1.63 -0.81
S -7.5144 23.7376 -22.9058 -2.27 -1.84 0.06
S -4.0858 25.3781 -11.6542 -1.03 1.37 -0.37
S -3.0164 12.2636 -5.8503 -1.19 2.86 0.81
O -2.6704 13.2512 -4.7379 -0.15 -1.62 -0.88
O -8.9281 23.5067 -22.3003 2.62 0.72 -1.46
O -0.5609 12.0985 -13.2033 -0.30 -1.93 0.39
O 0.7898 20.0382 -6.4906 -0.34 2.09 -1.35
O -4.6122 26.5878 -10.9230 0.48 -0.94 -0.63
O -13.1706 20.7911 -14.7351 -0.91 1.29 -0.02
N -12.4494 18.4317 -8.8763 -0.83 -1.31 -0.33
N -6.7858 18.4406 -14.9686 1.01 -0.13 0.16
N -5.7875 14.7626 -20.8949 -0.82 -0.41 -1.46
C -7.0050 22.0639 -23.6321 0.00 0.68 0.55
C -15.6522 21.7479 -14.2471 -0.85 -0.22 0.72
C -12.9971 17.3391 -8.2181 0.12 -0.13 0.23
C -6.2003 17.6707 -13.9819 0.61 0.06 -0.54
C -5.7996 18.8412 -15.8739 -1.67 -0.44 0.33
C 1.3601 20.7884 -9.0802 0.26 0.85 1.88
C -3.5495 13.5038 -7.1909 -0.08 -1.56 0.29
C -5.1304 15.0532 -22.0808 -1.29 -0.94 -1.23
C -5.7123 14.2422 -23.0818 1.61 1.35 0.89
C 0.8036 10.0792 -14.2737 0.38 -0.11 -0.25
C -5.5144 24.2416 -11.9688 1.40 -0.66 -0.21
C -7.6414 24.5588 -24.5494 -0.49 -0.30 -0.47
C -12.5943 19.5185 -8.1063 -0.42 1.13 1.79
C -1.6728 11.0955 -15.2835 1.09 -0.96 -0.21
C -13.1754 19.1380 -6.8788 0.93 1.08 -1.32
C -6.6758 13.4310 -22.4688 -0.96 0.14 -1.74
C -6.8028 13.8292 -21.2052 0.83 0.80 2.99
C -4.6394 18.2556 -15.4541 0.78 1.72 -2.70
C -13.6061 23.4807 -14.7875 -0.27 0.46 0.95
C -4.8447 17.5673 -14.3094 -0.81 -0.94 2.24
C -3.7282 25.8878 -13.4516 -0.35 -0.46 0.79
C 2.7519 21.7316 -6.7343 0.66 0.95 -1.10
C -4.6988 11.5554 -5.3918 0.29 0.53 -0.86
C -13.3801 17.7684 -6.9709 -0.05 -0.67 0.22
H -5.5403 14.2765 -24.1474 0.40 -0.01 0.16
H 2.9094 22.4074 -5.8936 -1.11 0.01 0.22
H -4.6480 25.8964 -14.0363 0.05 -0.02 0.07
H 1.3138 10.9074 -14.7654 -0.33 0.40 0.29
H -3.6932 18.3326 -15.9691 -0.03 0.11 0.02
H -5.0974 10.9451 -6.2022 0.56 -0.62 0.04
H -4.4252 15.8617 -22.2055 0.03 -0.17 0.30
H -3.7526 12.9328 -8.0969 -0.05 0.09 -0.13
H -12.0982 18.4631 -9.8227 -0.21 -0.18 0.24
H -13.6748 17.1839 -6.1119 -0.36 -0.31 -0.40
H -5.8060 15.3746 -20.0917 0.11 -0.31 -0.13
H -5.9645 22.1765 -23.9370 -0.05 -0.05 -0.23
H -5.1684 23.6880 -12.8417 -0.39 0.10 -0.44
H -14.0462 24.2593 -15.4106 -0.01 -0.35 -0.44
H -6.5235 24.6404 -12.0718 0.39 0.39 -0.03
H -16.3909 20.9843 -14.4907 0.46 -0.26 -1.13
H -8.1044 23.9202 -25.3016 -0.29 -0.32 0.33
H 1.4372 9.7378 -13.4551 -0.39 0.45 0.53
H -4.4528 14.0155 -6.8589 0.21 -0.01 0.15
H -3.2537 26.8680 -13.4991 -0.12 -0.04 0.46
H -13.1971 16.3605 -8.6289 0.58 0.18 -0.33
H -13.4183 19.7225 -6.0037 0.22 0.26 -0.28
H -13.9589 23.7198 -13.7843 0.40 -0.13 0.25
H -4.5386 11.0232 -4.4541 -0.09 -0.06 -0.22
H 0.9390 9.2545 -14.9734 -1.12 -0.23 -0.20
H 1.7714 21.7165 -9.4772 -0.22 -0.23 -0.70
H -7.4697 13.5310 -20.4098 0.03 -0.12 -0.14
H -3.9737 17.1685 -13.8107 -0.60 -0.52 0.52
H -2.7223 14.1919 -7.3657 -0.02 -0.20 0.30
H 3.4035 20.8885 -6.5050 -0.63 -0.52 -0.41
H -6.0927 19.4053 -16.7470 0.25 0.01 0.10
H -15.4848 21.4364 -13.2161 0.69 0.76 0.26
H -8.2657 25.4505 -24.4931 0.23 0.05 0.39
H -1.1201 11.8942 -15.7782 0.05 0.52 0.84
H 2.0800 19.9706 -9.1110 -0.10 0.08 0.14
H -7.7657 18.6850 -14.9853 0.32 -0.01 -0.12
H 3.1836 22.2967 -7.5603 0.29 -0.06 -0.22
H -6.7908 17.2380 -13.1878 0.13 0.14 -0.03
H -3.0179 25.1547 -13.8338 -0.15 -0.11 -0.06
H -6.6727 24.7904 -24.9921 0.25 0.16 0.58
H -5.4534 23.4657 -11.2057 -0.27 0.37 0.42
H -7.3606 12.8268 -23.0453 0.07 -0.32 0.37
H -7.0564 21.2843 -22.8720 0.00 0.40 0.35
H -5.4987 12.2914 -5.3116 0.52 0.57 0.49
H -16.2086 22.6806 -14.3404 0.27 0.21 0.25
H -12.5187 23.5228 -14.8494 -0.13 -0.15 -0.02
H -1.4833 10.3074 -16.0122 -0.79 -0.60 0.22
H -2.7161 11.3644 -15.1179 0.19 -0.24 -0.03
H 0.3767 20.4904 -9.4438 0.21 0.23 -0.14
H -12.2823 20.4839 -8.4767 0.02 -0.05 0.16
H -7.6539 21.7240 -24.4392 -0.01 0.50 -0.10
```
Positions in Å, forces in eV/Å.

## Properties
E_HOMO = -8.04 eV
HOMO-LUMO gap = 8.316 eV
spin multiplicity = 1
relative energy (zero: lowest compared OMol25 entry of this formula, charge and spin) = 79.49 kcal/mol

ORCA calculation (wB97M-V/def2-TZVPD) on an isolated ion of composition C5H10NS and charge +1.

```
17
Properties=species:S:1:pos:R:3:forces:R:3
S 0.7964 1.1730 0.6505 -0.75 0.43 -0.32
N -0.4403 -0.9913 0.0800 1.58 -0.02 -2.35
C -1.3347 -0.6603 1.2367 1.42 -0.08 0.42
C 2.2749 1.8080 0.4200 -1.14 -0.65 0.45
C -0.8482 0.0373 -0.9328 2.24 1.71 1.44
C 1.0336 -0.5645 0.3327 -0.85 0.44 -1.99
C -1.4554 0.1760 -2.0699 -0.91 -1.57 -0.34
H -1.5721 0.3765 1.0909 0.13 0.50 0.39
H 1.6976 -0.6853 -0.5721 -1.25 -0.01 0.58
H -0.3390 -1.9503 -0.3633 -0.97 0.80 1.25
H -2.0225 -0.6412 -2.5570 0.38 0.50 0.01
H 2.4078 2.7875 0.8317 0.47 0.28 -0.20
H 1.4781 -1.1150 1.0946 0.46 -0.94 1.78
H -1.4594 1.1637 -2.5150 -0.11 -0.06 -0.05
H -0.9479 -0.9093 2.2172 0.52 0.02 -0.06
H -2.2184 -1.1539 1.1148 -2.37 -1.58 -0.50
H 2.9495 1.1492 -0.0590 1.15 0.24 -0.51
```
Positions in Å, forces in eV/Å.

## Properties
E_HOMO (spin up / spin down) = -11.71 / -12.38 eV
HOMO-LUMO gap (spin up / spin down) = 7.134 / 8.240 eV
spin multiplicity = 1
relative energy (zero: lowest compared OMol25 entry of this formula, charge and spin) = 145.67 kcal/mol
total charge = +1